C50H47CaN3OP2S2 | ωB97M-V with the def2-TZVPD basis set

The frontier orbital gap is 7.680 eV. Its relative energy (zero: lowest compared OMol25 entry of this formula, charge and spin) is 0.00 kcal/mol. The total energy is -117820.5853 eV.

Geometry as ORCA input:
```
! wB97M-V def2-TZVPD RIJCOSX def2/J DEFGRID3
* xyz 0 1
Ca 0.274 -0.431 0.373
S 0.000 -0.264 3.225
C 1.379 0.775 3.139
C 2.063 1.203 4.286
C 3.214 1.966 4.154
C 3.643 2.335 2.898
C 2.942 1.891 1.828
N 1.860 1.114 1.917
H 1.714 0.916 5.252
H 3.759 2.283 5.049
H 4.507 2.934 2.715
H 3.135 2.187 0.793
C -2.368 3.049 -0.149
C -3.274 1.971 0.492
P -2.900 0.212 -0.047
C -3.663 -0.039 -1.724
C -4.638 -0.981 -2.027
C -5.209 -1.039 -3.285
C -4.824 -0.148 -4.261
C -3.837 0.769 -4.030
C -3.224 0.781 -2.778
C -3.915 -0.713 1.069
C -5.296 -0.671 1.094
C -6.025 -1.335 2.038
C -5.426 -2.149 2.979
C -4.030 -2.228 3.001
C -3.339 -1.532 2.012
P -0.560 2.673 0.095
C 0.249 3.594 -1.288
C -0.175 4.865 -1.763
C 0.506 5.406 -2.843
C 1.592 4.674 -3.406
C 2.036 3.464 -2.873
C 1.372 2.923 -1.790
C -0.166 3.614 1.584
C -0.721 3.232 2.846
C -0.342 3.949 3.981
C 0.475 5.061 3.875
C 1.027 5.408 2.675
C 0.703 4.675 1.534
H -2.578 3.958 0.338
H -2.559 3.186 -1.221
H -4.296 2.216 0.346
H -3.126 1.949 1.534
H -4.793 -1.748 -1.271
H -5.963 -1.797 -3.594
H -5.334 -0.235 -5.205
H -3.508 1.456 -4.850
H -2.462 1.544 -2.590
H -5.765 -0.002 0.409
H -7.139 -1.300 1.998
H -6.001 -2.704 3.690
H -3.461 -2.753 3.740
H -2.258 -1.549 2.015
H -1.009 5.363 -1.262
H 0.275 6.437 -3.122
H 2.088 5.085 -4.291
H 2.878 2.965 -3.330
H 1.689 2.009 -1.342
H -1.287 2.315 2.903
H -0.759 3.612 4.950
H 0.677 5.620 4.764
H 1.707 6.244 2.578
H 1.102 4.963 0.581
S 4.764 -0.749 -1.321
C 4.961 -1.019 0.370
C 6.136 -0.941 1.200
C 5.915 -1.216 2.545
C 4.691 -1.472 3.102
C 3.587 -1.446 2.312
C 3.722 -1.227 0.948
N 2.611 -1.241 0.072
C 3.048 -1.009 -1.158
C 2.187 -0.898 -2.358
C 2.697 -1.219 -3.631
C 1.886 -1.173 -4.743
C 0.528 -0.839 -4.552
C 0.057 -0.469 -3.290
C 0.865 -0.512 -2.141
H 7.112 -0.739 0.833
H 6.726 -1.260 3.239
H 4.663 -1.647 4.172
H 2.614 -1.709 2.729
H 3.731 -1.536 -3.743
H 2.258 -1.524 -5.692
H -0.167 -1.010 -5.353
H -1.018 -0.300 -3.226
O -0.739 -2.668 0.346
C -0.336 -3.801 0.549
C 1.043 -4.042 1.044
C 1.777 -4.660 -0.163
C 1.100 -4.421 -1.600
C -0.051 -5.352 -1.974
C -1.350 -5.090 -1.209
N -1.106 -4.911 0.261
H 1.010 -4.731 1.879
H 1.485 -3.161 1.403
H 1.861 -5.735 0.006
H 2.779 -4.207 -0.176
H 1.970 -4.553 -2.312
H 0.843 -3.371 -1.659
H 0.320 -6.381 -1.767
H -0.248 -5.276 -3.055
H -2.082 -5.861 -1.367
H -1.772 -4.104 -1.552
H -0.710 -5.747 0.620
*
```